[1]
The following is a quantum chemistry calculation of a cluster of 2 separate species, C8H13P2 in total, from the OMol25 dataset.

Structure (XYZ):
```
23
Properties=species:S:1:pos:R:3:nbo_charge:R:1
C -3.70 -0.25 -0.39 -0.146
C -2.90 -0.03 -1.51 -0.196
C -3.12 -0.50 0.84 -0.192
C -1.52 -0.04 -1.38 -0.210
C -1.74 -0.50 0.98 -0.211
C -0.94 -0.30 -0.14 -0.323
C 1.34 -0.58 1.68 -0.969
C 2.27 2.73 -0.72 -0.376
P 1.38 -2.25 -1.00 0.166
P 0.86 -0.36 -0.07 0.889
H -4.77 -0.23 -0.49 0.237
H -3.35 0.17 -2.47 0.238
H -3.74 -0.70 1.70 0.238
H -0.89 0.14 -2.24 0.222
H -1.30 -0.70 1.95 0.223
H 0.96 0.25 2.28 0.269
H 2.43 -0.57 1.75 0.268
H 0.97 -1.52 2.07 0.265
H 1.32 3.16 -0.97 0.186
H 2.91 2.37 -1.50 0.186
H 2.64 2.81 0.29 0.183
H 1.38 -1.78 -2.31 0.030
H 2.76 -2.08 -0.83 0.021
```

## Properties
- Total charge: +1
- Multiplicity: 1
- Orbital gap (spin up / spin down): 5.70 / 8.77 eV
- LUMO (spin up / spin down): -6.77 / -4.02 eV
- HOMO (spin up / spin down): -12.469 / -12.796 eV

=====

[2]
The following is a quantum chemistry calculation of a cluster of 6 separate species, C36H88F2N6O10S2 in total at a distorted geometry, from the OMol25 dataset.

Structure (XYZ):
```
144
Properties=species:S:1:pos:R:3:lowdin_spin:R:1
N -39.33 -24.40 9.05 0.124
S -39.69 -25.82 9.50 0.144
O -41.05 -26.17 9.79 0.101
O -38.64 -26.55 10.16 0.029
F -39.67 -26.45 8.10 0.014
S -39.86 -23.70 10.49 0.220
O -39.41 -24.29 11.73 0.137
O -41.20 -23.12 10.41 0.056
F -38.97 -22.37 10.48 0.022
C -32.66 -20.10 11.21 0.000
O -33.06 -21.36 11.38 0.000
C -34.43 -21.49 11.83 0.000
C -35.36 -21.57 10.60 0.001
N -34.86 -22.74 9.67 0.004
H -34.84 -22.44 8.71 0.006
H -33.89 -22.99 9.80 0.001
C -35.70 -24.08 9.71 0.006
C -35.72 -24.79 11.01 0.001
O -36.35 -24.07 12.08 0.002
C -36.55 -24.91 13.21 0.002
H -31.57 -20.10 11.11 0.000
H -32.91 -19.52 12.10 0.000
H -33.13 -19.70 10.32 0.000
H -34.78 -20.79 12.58 0.000
H -34.52 -22.38 12.45 0.000
H -35.23 -20.73 9.92 0.001
H -36.42 -21.78 10.71 0.000
H -35.16 -24.66 8.96 0.001
H -36.59 -23.83 9.13 0.004
H -34.74 -25.21 11.22 0.000
H -36.29 -25.68 10.74 0.001
H -35.77 -25.67 13.30 0.000
H -37.39 -25.59 13.04 0.000
H -36.59 -24.52 14.22 0.000
C -43.47 -24.22 8.42 0.002
O -44.43 -23.62 7.50 0.001
C -45.68 -23.38 8.08 0.000
C -46.58 -22.66 7.07 0.000
N -46.82 -23.50 5.83 0.000
H -45.95 -23.36 5.32 0.000
H -46.83 -24.48 6.04 0.000
C -47.97 -23.23 4.83 0.000
C -49.40 -23.37 5.43 0.000
O -49.68 -22.59 6.62 0.000
C -50.02 -21.25 6.26 0.000
H -42.49 -24.30 7.95 0.001
H -43.67 -25.25 8.69 0.001
H -43.32 -23.60 9.30 0.000
H -45.59 -22.85 9.03 0.000
H -46.11 -24.37 8.23 0.000
H -46.03 -21.82 6.65 0.000
H -47.51 -22.34 7.53 0.000
H -47.72 -24.03 4.13 0.000
H -47.77 -22.27 4.35 0.000
H -49.51 -24.43 5.68 0.000
H -50.04 -23.34 4.55 0.000
H -50.47 -20.73 7.10 0.000
H -50.64 -21.26 5.36 0.000
H -49.04 -20.80 6.13 0.000
C -36.33 -26.37 6.81 0.004
O -36.52 -25.08 6.30 0.005
C -37.71 -24.94 5.50 0.004
C -38.23 -23.50 5.64 0.006
N -38.15 -22.98 7.14 0.030
H -38.67 -23.60 7.74 0.018
H -37.15 -23.01 7.30 0.006
C -38.49 -21.52 7.46 0.006
C -40.06 -21.31 7.50 0.003
O -40.64 -21.56 6.23 0.001
C -42.05 -21.30 6.23 0.000
H -35.36 -26.42 7.30 0.000
H -36.16 -27.08 6.00 0.000
H -37.16 -26.68 7.45 0.002
H -38.48 -25.62 5.88 0.002
H -37.51 -25.21 4.46 0.000
H -39.28 -23.46 5.38 0.002
H -37.68 -22.81 4.99 0.001
H -37.97 -21.08 6.61 0.002
H -37.94 -21.21 8.35 0.002
H -40.25 -20.35 7.97 0.000
H -40.48 -22.12 8.10 0.001
H -42.42 -20.29 6.38 0.000
H -42.53 -21.83 7.06 0.000
H -42.39 -21.63 5.25 0.000
C -42.31 -24.42 14.02 0.000
C -42.36 -22.86 14.15 0.001
C -42.96 -22.05 12.98 0.000
N -42.94 -20.52 13.12 0.000
C -41.53 -19.96 13.47 0.000
C -40.55 -20.25 12.32 0.001
C -40.99 -19.41 11.09 0.000
C -42.42 -19.78 10.70 0.002
C -43.48 -19.80 11.80 0.000
C -43.96 -20.03 14.25 0.000
H -43.22 -24.70 13.47 0.000
H -42.20 -24.97 14.95 0.000
H -41.50 -24.71 13.35 0.000
H -41.38 -22.49 14.43 0.001
H -42.91 -22.54 15.04 0.000
H -44.04 -22.23 12.92 0.000
H -42.51 -22.25 12.01 0.001
H -41.21 -20.33 14.44 0.000
H -41.70 -18.88 13.53 0.000
H -40.52 -21.30 12.03 0.001
H -39.60 -19.96 12.76 0.000
H -40.20 -19.66 10.39 0.000
H -40.99 -18.33 11.27 0.000
H -42.44 -20.78 10.26 0.001
H -42.81 -19.14 9.91 0.000
H -44.35 -20.38 11.48 0.000
H -43.74 -18.81 12.18 0.000
H -44.09 -18.95 14.23 0.000
H -43.52 -20.34 15.19 0.000
H -44.90 -20.57 14.09 0.000
C -40.72 -30.29 6.57 0.000
C -40.18 -30.12 7.97 0.001
C -39.03 -31.08 8.30 0.000
N -38.16 -30.69 9.57 0.000
C -37.35 -29.43 9.02 0.002
C -36.25 -29.02 10.07 0.001
C -35.40 -30.16 10.60 0.000
C -36.14 -31.48 10.96 0.000
C -37.18 -31.84 9.89 0.000
C -39.05 -30.28 10.80 0.001
H -41.38 -31.16 6.62 0.000
H -40.02 -30.54 5.77 0.000
H -41.39 -29.50 6.24 0.000
H -40.95 -30.28 8.73 0.000
H -39.92 -29.07 8.12 0.001
H -38.38 -31.16 7.43 0.000
H -39.49 -32.02 8.61 0.000
H -36.91 -29.68 8.05 0.000
H -38.04 -28.59 8.94 0.002
H -35.55 -28.28 9.67 0.000
H -36.78 -28.47 10.84 0.001
H -34.58 -30.41 9.92 0.000
H -34.82 -29.77 11.44 0.000
H -35.37 -32.25 11.03 0.000
H -36.49 -31.41 11.99 0.000
H -36.71 -32.06 8.93 0.000
H -37.80 -32.69 10.16 0.000
H -39.62 -31.17 11.09 0.000
H -39.68 -29.46 10.46 0.001
H -38.34 -29.89 11.53 0.000
```

## Properties
- Total charge: +3
- Multiplicity: 2
- Orbital gap (spin up / spin down): 2.96 / 8.48 eV
- LUMO (spin up / spin down): -5.56 / -5.72 eV
- ⟨S²⟩: 0.752
- HOMO (spin up / spin down): -8.518 / -14.197 eV

=====

no.,calculated total energy (Eh)
1,-994.9760
2,-3500.2856